Record 1
{"formula": "C6H23MgN10O6", "method": "the ωB97M-V functional and the def2-TZVPD basis", "elements": ["H", "O", "H", "N", "N", "H", "H", "C", "H", "H", "H", "C", "Mg", "H", "N", "N", "H", "H", "O", "N", "H", "O", "H", "N", "C", "O", "C", "N", "H", "H", "H", "N", "H", "H", "C", "N", "C", "O", "N", "H", "H", "H", "H", "H", "O", "H"], "positions_angstrom": [[0.968, 4.858, -0.416], [-2.100, 1.045, 0.097], [-3.875, 1.081, -1.021], [-0.555, -0.291, -3.932], [-2.951, -2.897, 0.131], [3.457, -0.253, 1.466], [-0.124, -3.707, 1.354], [2.517, -1.193, -0.037], [-3.571, -2.116, -0.002], [-3.389, 2.550, -0.286], [-3.366, -3.804, 0.241], [1.233, 2.834, -0.380], [-0.366, 0.163, 0.351], [-1.808, 1.975, 2.838], [2.456, 2.962, -0.940], [2.706, -1.839, -1.214], [1.702, 0.338, 4.064], [-0.428, 3.887, 0.071], [0.818, 1.763, 0.074], [3.608, -0.784, 0.630], [3.626, -1.944, -1.597], [-1.153, -1.602, 0.580], [-0.591, -2.776, -3.635], [-0.457, -2.267, -2.784], [-0.067, 1.027, 3.245], [-0.129, -0.281, -1.712], [-1.690, -2.701, 0.597], [0.508, 3.979, -0.287], [1.891, -2.227, -1.650], [-0.986, 2.405, 4.340], [3.131, 2.243, -0.749], [-0.975, 2.029, 3.407], [2.711, 3.683, -1.587], [-0.549, -2.796, -1.933], [-0.395, -0.909, -2.734], [0.919, 0.954, 4.164], [-2.970, 1.670, -0.788], [1.376, -0.932, 0.369], [-1.097, -3.811, 1.122], [-0.268, 0.668, -4.005], [-1.590, -4.614, 1.456], [-2.535, 1.859, -1.778], [0.827, 1.449, 5.030], [-0.858, -0.839, -4.711], [-0.096, 0.329, 2.224], [4.485, -1.167, 0.329]], "forces_ev_per_a": [[-0.263, 0.251, 0.041], [0.151, -0.016, 0.001], [-0.007, -0.329, 0.057], [0.047, -0.389, 0.408], [-0.071, -0.256, -0.107], [0.284, -0.067, 0.108], [-0.096, -0.033, 0.228], [-2.045, 0.657, -0.205], [0.249, 0.198, 0.000], [0.094, 0.589, -0.579], [-0.157, -0.014, -0.056], [-0.903, 0.049, 0.671], [-0.963, 0.631, -1.433], [-0.012, 0.002, 0.011], [0.693, -0.326, -0.060], [0.308, -0.013, 0.484], [-0.157, -0.249, -0.190], [-0.009, 0.178, -0.028], [0.897, 0.863, -0.339], [0.416, -0.250, -0.496], [-0.083, -0.233, -0.244], [-0.255, -1.493, -0.089], [-0.119, 0.061, -0.182], [0.058, -0.604, 0.464], [-0.380, 0.384, -1.760], [-0.243, -0.288, -0.772], [-0.869, 0.357, 0.678], [0.164, -0.727, -0.275], [0.039, 0.064, -0.274], [-0.636, 0.416, -0.148], [-0.130, -0.148, -0.220], [0.601, -0.513, 0.692], [-0.104, 0.211, 0.103], [-0.097, 0.252, 0.072], [0.420, 0.790, 0.178], [-0.083, 0.083, 0.467], [0.042, -0.787, 0.956], [1.598, -0.803, 0.083], [0.806, 0.323, -0.367], [-0.232, 0.026, -0.147], [-0.153, -0.076, -0.070], [0.168, 0.551, -0.022], [0.148, 0.033, 0.070], [0.036, 0.330, -0.431], [0.525, -0.024, 2.134], [0.324, 0.337, 0.587]], "gap_ev": 7.14, "total_charge": 1, "e_lumo_ha": -0.0729, "total_energy_ha": -1441.67157, "spin_multiplicity": 1}

Record 2
{"formula": "C4H18HgO6", "method": "the ωB97M-V functional and the def2-TZVPD basis", "elements": ["C", "H", "H", "C", "H", "O", "H", "H", "O", "Hg", "H", "H", "H", "H", "H", "O", "H", "H", "H", "C", "H", "O", "C", "H", "H", "H", "O", "O", "H"], "positions_angstrom": [[-0.992, -3.928, 0.775], [-0.338, -4.741, 1.096], [-1.220, 1.475, -2.641], [2.158, 2.147, -1.695], [-2.840, 0.481, 2.271], [-0.241, 2.770, 0.382], [-3.194, 1.301, 1.031], [1.396, 0.388, 2.653], [0.443, 0.269, 2.574], [-0.445, 0.253, 0.283], [1.113, 2.474, -1.646], [2.583, 2.429, -2.662], [0.148, -0.065, 3.426], [-0.900, 3.438, 0.598], [-1.704, -4.303, 0.039], [-1.175, -1.738, -0.229], [1.815, 0.186, -2.287], [2.687, 2.785, -0.973], [0.570, 3.062, 0.811], [-0.256, -2.751, 0.175], [0.472, -2.266, 0.835], [1.707, 0.274, -0.161], [2.228, 0.650, -1.371], [3.298, 0.378, -1.341], [-2.050, 0.238, -2.259], [-1.554, -3.575, 1.644], [-2.626, 0.587, 1.338], [-1.372, 0.840, -1.934], [0.288, -3.057, -0.733]], "forces_ev_per_a": [[-0.111, 0.257, 0.298], [0.094, 0.019, -0.087], [0.115, 0.054, 0.014], [-0.220, 0.674, 0.552], [0.062, -0.119, 0.050], [-0.258, 0.390, 0.105], [-0.036, 0.003, -0.079], [0.096, -0.087, -0.312], [0.098, 0.187, 0.736], [0.956, -1.417, -1.025], [0.061, -0.026, -0.246], [-0.114, -0.337, -0.151], [-0.014, -0.097, 0.005], [-0.049, 0.007, 0.034], [-0.008, -0.059, 0.044], [-0.263, 0.216, 0.439], [-0.243, -0.504, 0.393], [0.031, -0.299, 0.183], [0.167, -0.178, -0.076], [-0.138, 1.162, -0.935], [0.229, -0.702, 0.290], [-0.737, 0.296, 0.615], [0.970, 0.557, -0.603], [-0.028, -0.058, -0.267], [0.119, -0.270, 0.091], [-0.057, -0.122, -0.018], [-0.462, 0.332, 0.191], [-0.450, 0.357, -0.465], [0.187, -0.237, 0.222]], "gap_ev": 6.90, "total_charge": 0, "e_lumo_ha": -0.0129, "total_energy_ha": -767.93974, "spin_multiplicity": 1}

Record 3
{"formula": "C30H26F5N7O4STi", "method": "the ωB97M-V functional and the def2-TZVPD basis", "elements": ["H", "H", "C", "C", "C", "H", "F", "H", "H", "C", "H", "H", "H", "S", "C", "C", "C", "F", "C", "H", "C", "C", "H", "H", "O", "N", "O", "N", "C", "Ti", "H", "C", "C", "N", "C", "O", "H", "C", "H", "C", "H", "C", "F", "C", "C", "C", "C", "C", "C", "H", "C", "H", "C", "H", "F", "C", "C", "H", "H", "C", "H", "H", "H", "C", "N", "N", "F", "O", "C", "H", "H", "H", "N", "N"], "positions_angstrom": [[3.089, 2.062, -0.773], [-0.976, 3.590, -2.880], [-1.631, -1.143, -1.047], [4.865, -0.387, -0.115], [-1.125, 1.055, -1.681], [1.139, -1.225, -2.483], [-3.326, 1.695, 3.684], [2.982, -1.884, 1.354], [-2.650, 2.188, -2.641], [-2.383, 1.252, -2.172], [2.674, -1.922, -3.057], [4.620, -1.389, -1.979], [0.791, -5.615, 0.027], [1.378, 1.782, 1.693], [-0.056, 3.236, -2.432], [2.205, -1.054, -2.587], [0.256, 1.659, 3.041], [-2.398, 1.279, 6.201], [4.152, -0.567, -1.427], [2.769, -0.391, 2.019], [0.937, -3.490, -0.192], [-1.688, -3.629, -0.592], [-2.761, -3.679, -0.735], [6.007, 1.335, 1.616], [-0.287, -0.839, 1.719], [-0.761, -0.085, -1.034], [-0.642, -1.670, 3.765], [-1.068, -4.755, -0.344], [-7.098, 0.053, -2.291], [0.885, -0.229, 0.235], [-4.251, 1.653, -4.198], [-5.036, 1.191, -3.614], [0.267, -4.687, -0.162], [2.295, -1.240, 1.721], [4.976, 1.008, 1.783], [4.331, 0.725, 0.551], [4.400, 1.792, 2.269], [1.548, -1.832, 2.849], [2.007, -3.441, -0.025], [-2.941, -0.978, -1.492], [1.973, -1.554, 3.813], [2.193, 2.382, -1.287], [0.285, 1.094, 6.640], [-1.542, 1.406, 5.188], [-1.021, -2.390, -0.675], [0.073, -1.418, 2.820], [-0.181, 1.317, 5.408], [-6.356, 1.335, -4.006], [-3.352, 0.229, -2.028], [4.260, 0.345, -2.025], [-0.005, 1.997, -1.790], [4.992, 0.123, 2.429], [2.125, 3.589, -1.953], [-3.628, -1.813, -1.464], [-1.621, 1.937, 1.630], [-2.011, 1.621, 3.904], [-1.119, 1.750, 2.858], [2.376, -0.167, -3.202], [-6.600, 1.923, -4.884], [0.690, 1.438, 4.341], [-5.656, -0.730, -0.915], [5.929, -0.237, -0.345], [1.579, -2.920, 2.775], [-4.738, 0.424, -2.490], [0.309, -2.330, -0.431], [-7.384, 0.781, -3.367], [2.004, 1.293, 4.598], [2.759, -0.857, -1.278], [-5.813, -0.153, -1.817], [4.804, -1.286, 0.513], [-7.942, -0.384, -1.771], [2.995, 4.231, -2.014], [1.129, 1.575, -1.222], [1.000, 4.021, -2.527]], "forces_ev_per_a": [[-0.003, -0.020, 0.004], [-0.001, 0.006, -0.002], [0.038, 0.072, 0.016], [0.070, 0.039, -0.001], [0.105, 0.033, 0.063], [-0.017, 0.001, 0.022], [0.004, 0.000, 0.004], [0.004, -0.003, 0.036], [0.004, -0.001, -0.003], [-0.048, -0.034, -0.017], [0.003, 0.003, -0.010], [0.020, -0.009, 0.009], [-0.010, -0.004, -0.001], [0.020, 0.098, 0.148], [0.048, -0.059, 0.032], [0.004, -0.004, 0.064], [0.081, 0.019, -0.040], [0.011, 0.003, -0.002], [-0.075, 0.035, 0.038], [0.022, -0.019, 0.014], [-0.059, -0.012, -0.029], [0.034, 0.022, -0.031], [0.001, -0.009, -0.002], [-0.006, 0.010, -0.005], [-0.033, 0.189, -0.197], [-0.098, -0.038, -0.025], [0.011, -0.020, -0.004], [-0.007, -0.027, 0.003], [-0.005, -0.008, 0.009], [-0.112, -0.336, -0.267], [0.000, 0.001, -0.001], [0.015, -0.007, 0.008], [0.039, 0.012, 0.006], [0.021, 0.029, 0.036], [0.036, -0.001, -0.015], [-0.062, -0.037, 0.001], [0.000, 0.007, -0.005], [0.012, 0.004, -0.002], [0.000, 0.000, 0.004], [0.005, -0.058, 0.003], [-0.007, -0.002, -0.001], [-0.092, 0.075, -0.110], [-0.014, 0.001, -0.011], [0.013, -0.003, 0.010], [-0.052, -0.011, 0.048], [0.035, -0.026, 0.056], [-0.023, -0.007, -0.009], [-0.003, 0.006, -0.011], [0.054, 0.056, 0.001], [0.006, 0.004, 0.009], [-0.111, 0.031, 0.002], [-0.010, -0.006, 0.003], [0.062, -0.044, 0.040], [0.000, 0.003, -0.002], [0.030, -0.001, 0.048], [-0.008, 0.002, -0.024], [-0.058, -0.019, -0.015], [0.001, -0.004, -0.009], [0.000, 0.001, -0.001], [0.032, -0.010, 0.020], [-0.002, -0.001, 0.002], [0.005, 0.002, 0.024], [-0.018, 0.001, 0.008], [-0.049, -0.002, -0.006], [0.104, 0.027, 0.120], [0.000, -0.003, 0.003], [-0.021, 0.009, -0.023], [0.030, -0.015, -0.088], [0.025, 0.010, -0.008], [-0.037, -0.027, -0.035], [-0.004, 0.002, -0.003], [-0.015, 0.016, -0.010], [0.074, 0.016, 0.136], [-0.016, 0.048, -0.027]], "gap_ev": [5.11, 6.70], "total_charge": 0, "e_lumo_ha": [-0.0335, -0.0419], "total_energy_ha": -3590.13147, "spin_multiplicity": 3, "s2": 2.03}

Record 4
{"formula": "H10O5", "method": "the ωB97M-V functional and the def2-TZVPD basis", "elements": ["H", "O", "H", "H", "O", "H", "H", "O", "O", "H", "H", "O", "H", "H", "H"], "positions_angstrom": [[0.482, -1.776, -2.139], [-0.242, 1.352, 1.840], [-1.004, 1.697, 1.423], [1.505, 0.072, -0.302], [-0.798, -1.248, 0.710], [2.496, 1.047, -0.094], [0.429, 1.189, 1.122], [1.880, 0.523, 0.442], [-1.419, 0.456, -1.204], [-1.994, 0.500, -1.931], [-0.524, -0.588, 1.429], [0.634, -1.103, -1.473], [0.148, -1.410, -0.731], [-1.439, -0.689, 0.156], [-0.538, 0.121, -1.450]], "forces_ev_per_a": [[0.256, -0.003, -0.355], [1.619, -0.853, 0.155], [-1.270, 0.634, -0.769], [-0.757, -1.309, -0.541], [-0.748, 1.703, 0.550], [0.234, 0.353, 0.844], [-0.445, 0.405, 0.888], [0.933, 0.885, -0.507], [0.504, 0.617, 1.776], [-0.848, 0.051, -1.593], [-0.474, -1.097, -1.184], [1.338, 0.319, -2.093], [-1.006, -0.778, 2.397], [1.001, -0.910, 1.047], [-0.338, -0.017, -0.615]], "gap_ev": 11.30, "total_charge": 0, "e_lumo_ha": 0.0130, "total_energy_ha": -382.19441, "spin_multiplicity": 1, "smiles": "O.O.O.O.O"}

Record 5
{"formula": "C6H10N2", "method": "the ωB97M-V functional and the def2-TZVPD basis", "elements": ["C", "C", "H", "H", "H", "C", "H", "C", "H", "N", "C", "C", "H", "H", "N", "H", "H", "H"], "positions_angstrom": [[1.646, 1.698, 1.903], [1.046, 0.517, 1.899], [0.950, -0.128, 1.099], [-1.958, 0.187, -2.753], [-2.016, -0.936, -0.417], [-1.751, 0.104, -0.450], [1.260, -3.132, 0.821], [0.661, -1.859, -0.613], [0.683, -0.911, -2.336], [0.630, -2.939, 0.019], [0.301, -0.853, -1.379], [-1.619, 0.657, -1.805], [0.382, 0.458, 2.790], [1.507, 2.382, 2.699], [-0.459, 0.273, -1.039], [-2.020, 0.680, 0.485], [2.310, 2.124, 1.110], [-1.553, 1.678, -2.031]], "forces_ev_per_a": [[1.258, 0.222, -1.774], [-1.063, 2.513, 2.642], [0.248, -1.348, -1.313], [0.326, -0.680, 1.080], [-0.599, -0.355, 0.109], [-0.683, 0.203, 1.538], [-0.013, 0.546, -0.992], [-0.969, -1.793, 1.729], [0.930, 0.354, -1.988], [0.155, 1.282, -0.212], [-0.101, -0.700, 0.911], [0.031, -0.355, -1.597], [0.374, -0.895, -0.794], [-0.098, 0.376, 0.901], [0.929, 0.225, 0.249], [0.417, -0.457, -1.334], [-0.684, -0.782, 0.475], [-0.457, 1.643, 0.369]], "gap_ev": 9.00, "total_charge": 0, "e_lumo_ha": 0.0382, "total_energy_ha": -343.95745, "spin_multiplicity": 1, "smiles": "N=C=CN1CC1.C=C"}

Record 6
{"formula": "C22H35BrCdO2P2", "method": "the ωB97M-V functional and the def2-TZVPD basis", "elements": ["P", "C", "C", "C", "H", "O", "C", "H", "H", "C", "C", "H", "C", "Br", "H", "H", "C", "H", "C", "H", "H", "H", "H", "C", "H", "C", "C", "Cd", "H", "C", "C", "C", "H", "H", "H", "C", "H", "C", "H", "H", "H", "H", "H", "H", "P", "H", "H", "H", "C", "O", "H", "C", "C", "H", "C", "H", "H", "C", "H", "H", "H", "H", "H"], "positions_angstrom": [[-1.191, -2.106, -1.199], [2.926, -0.894, -2.452], [3.968, 1.165, -1.541], [4.011, 0.077, -2.675], [-2.620, 1.245, -1.210], [-2.207, 0.556, 2.056], [1.404, 0.570, 0.226], [-1.923, -1.747, -3.465], [-1.963, -3.215, 2.244], [-0.348, 2.033, 4.259], [-0.063, -2.975, -2.479], [4.878, 1.770, -1.732], [-0.098, 2.540, 5.534], [0.016, 3.091, 2.743], [-2.400, -3.965, -0.191], [-2.151, -4.260, -1.925], [-1.774, -1.047, -2.632], [-1.304, 0.608, -3.902], [2.712, 1.887, -1.512], [0.108, -0.348, -3.586], [1.654, -1.393, 0.687], [5.000, -0.442, -2.653], [-2.727, -0.221, 5.013], [-1.126, 0.874, 4.094], [-2.755, -0.620, -2.388], [-0.801, 0.042, -3.113], [-2.418, -3.498, -1.184], [-2.474, -1.108, 0.669], [4.239, 0.598, -0.624], [-1.570, 0.880, 6.482], [2.416, -1.327, -1.277], [0.337, 2.595, -3.095], [1.171, 2.698, -0.494], [0.368, 0.248, 0.290], [1.304, 2.283, -3.506], [-1.196, 0.163, 2.768], [3.171, -0.462, 0.677], [-2.854, -2.567, 2.388], [0.545, -3.787, -2.068], [-0.288, 2.154, 7.656], [3.999, 0.462, -3.715], [1.907, -2.298, -1.345], [-0.338, 2.768, -3.944], [-2.763, -2.157, 3.403], [-0.312, 1.310, -1.913], [-3.755, -3.203, 2.276], [2.664, 2.768, -2.147], [-0.692, -3.384, -3.287], [2.249, -0.665, 0.087], [-0.354, -0.695, 2.478], [1.586, 1.040, 1.184], [-0.628, 1.888, 6.648], [1.590, 1.691, -0.752], [-3.437, -3.192, -1.405], [-1.866, 2.029, -1.348], [-2.100, 0.448, 7.340], [-1.735, 2.561, -0.397], [-1.866, 0.418, 5.192], [2.416, -1.305, -3.317], [0.626, -2.235, -2.913], [-2.207, 2.725, -2.124], [0.490, 3.532, -2.548], [0.548, 3.403, 5.660]], "forces_ev_per_a": [[0.603, -1.171, -3.241], [-0.773, -0.781, 0.861], [2.386, -2.227, -1.011], [0.708, 0.706, -0.093], [0.076, 0.192, 0.049], [0.740, -0.212, -0.214], [-0.165, 1.220, 0.231], [-0.262, 0.197, 0.184], [-0.438, 0.240, 0.060], [-0.802, -0.449, 0.787], [0.859, 0.093, 0.507], [-0.785, 0.351, 0.201], [0.220, -0.323, -0.134], [0.521, 0.044, -0.215], [-0.099, 0.126, -0.217], [-0.033, 0.176, 0.139], [-0.358, -0.057, -0.016], [-0.202, -0.291, -0.343], [-1.106, 1.316, 0.740], [-0.142, -0.077, 0.315], [0.776, 0.233, -0.159], [-0.615, 0.084, 0.229], [0.456, -0.376, 0.087], [0.172, 0.492, 0.503], [0.130, 0.102, -0.133], [-0.944, 0.241, -0.812], [0.085, -0.424, 0.031], [0.233, -0.115, 2.742], [-0.486, 0.591, -0.429], [-0.349, -0.156, -0.337], [-0.392, 0.439, -0.330], [-0.737, -0.245, -0.358], [-0.602, -1.130, -0.249], [-0.075, 0.289, -0.151], [-0.305, -0.097, 0.188], [-0.590, 0.593, -0.285], [-0.277, -0.557, -0.638], [-0.080, -0.967, -1.004], [-0.177, 0.136, 0.079], [-0.314, 0.146, -0.439], [-0.332, 0.293, 0.609], [-0.156, 0.797, 0.047], [-0.058, 0.079, 0.234], [-0.254, 0.291, -0.523], [0.552, -0.110, -0.832], [0.474, 0.412, 0.238], [0.443, 0.175, 0.360], [-0.016, 0.228, 0.532], [0.908, -1.465, 1.365], [-0.765, 0.525, -0.051], [0.270, -0.297, 0.628], [0.253, -0.121, 0.255], [2.137, 0.941, 0.707], [-0.179, 0.225, 0.126], [-0.579, 0.578, -0.355], [0.283, 0.256, -0.364], [-0.012, -0.167, -0.202], [0.356, 0.325, 0.116], [0.747, -0.723, -0.354], [-0.361, -0.377, 0.236], [-0.377, -0.007, 0.297], [-0.045, -0.137, -0.132], [-0.147, -0.077, -0.064]], "gap_ev": 5.40, "total_charge": 0, "e_lumo_ha": -0.0388, "total_energy_ha": -4434.00431, "spin_multiplicity": 1}